A structure of composition C14H14BF9N6OTi in a non-equilibrium geometry. Source: OMol25; level of theory: ωB97M-V/def2-TZVPD.

Computed properties:
Gap between HOMO and LUMO   7.17 eV
Charge   +2
Energy relative to the best compared isomer or geometry (same formula, charge and spin)   0.00 kcal per mole
Multiplicity   1
HOMO energy   -16.513 eV
M   511.968 Da
Calculated total energy   -2718.35900 hartree

Geometry as XYZ:
```
46
Properties=species:S:1:pos:R:3:forces:R:3
H 0.722 3.654 0.504 0.09 0.09 -0.11
N 0.560 2.013 -0.829 0.02 -0.20 -0.58
B 0.379 0.509 -2.947 -0.21 -0.14 -0.33
N 0.688 1.869 -2.218 0.12 0.08 0.45
C 1.023 3.053 -2.731 -0.18 -0.32 0.46
Ti 0.163 0.287 -0.016 -1.32 -0.81 -0.19
H 1.187 3.158 -3.795 -0.04 0.02 0.09
C 1.099 4.004 -1.705 -0.33 -0.69 1.13
H 1.327 5.041 -1.789 0.11 0.37 -0.11
C 0.795 3.324 -0.523 0.24 0.04 -1.23
H 0.532 0.615 -4.132 0.03 0.05 0.32
C -2.227 -3.146 1.203 0.68 0.44 -0.28
H -1.519 -3.646 1.864 -0.15 -0.08 -0.09
H -1.968 -2.076 1.197 -0.18 -0.10 0.14
H -2.119 -3.510 0.179 -0.08 -0.17 0.15
N -1.091 0.098 -2.627 0.00 0.18 0.45
N 1.333 -0.605 -2.385 0.37 -0.14 0.37
N -1.483 -0.107 -1.308 0.81 0.09 0.10
N 1.364 -0.924 -1.018 -0.12 0.22 -0.55
C -2.145 -0.086 -3.439 0.19 -0.03 0.62
C 2.184 -1.414 -3.034 -0.48 0.23 1.07
H -2.037 0.066 -4.509 -0.06 -0.11 0.23
H 2.322 -1.315 -4.099 -0.01 -0.04 -0.01
C -3.253 -0.451 -2.669 0.52 0.09 0.65
C 2.768 -2.299 -2.112 -0.48 0.38 0.65
C -2.797 -0.461 -1.342 -0.03 0.18 -0.73
C 2.228 -1.975 -0.868 0.21 0.12 -0.89
H -4.250 -0.667 -3.028 0.17 0.01 0.13
H 3.485 -3.068 -2.330 0.06 -0.09 0.02
H -3.348 -0.696 -0.437 0.21 0.08 -0.16
H 2.401 -2.417 0.108 -0.02 0.12 -0.20
H -3.238 -3.278 1.556 -0.23 -0.03 0.08
F 0.913 -2.020 3.068 0.39 1.10 0.33
C 1.304 -0.804 3.536 1.10 -1.55 0.78
F 1.454 -0.880 4.880 -0.35 0.22 -1.76
F 2.514 -0.531 2.974 -1.07 -0.15 0.41
C 0.269 0.261 3.112 0.37 0.18 0.60
O 0.022 0.104 1.746 0.16 0.26 -1.29
C -1.046 0.102 3.907 -1.89 -0.44 1.15
F -0.971 0.675 5.139 0.07 -0.76 -1.73
F -2.050 0.693 3.209 0.83 -0.42 0.55
F -1.371 -1.208 4.056 0.42 1.39 -0.18
C 0.838 1.675 3.374 0.59 1.77 0.71
F 1.392 1.802 4.600 -0.71 -0.31 -1.63
F 1.794 1.967 2.444 -0.76 -0.23 0.44
F -0.144 2.610 3.237 0.94 -0.93 -0.01
```
Forces are in eV/Å.

=====

A structure of composition C14H14BF9N6OTi in a non-equilibrium geometry. Source: OMol25; level of theory: ωB97M-V/def2-TZVPD.

Computed properties:
Gap between HOMO and LUMO   7.06 eV
Charge   +2
Energy relative to the best compared isomer or geometry (same formula, charge and spin)   11.10 kcal per mole
Multiplicity   1
HOMO energy   -16.446 eV
M   511.968 Da
Calculated total energy   -2718.34131 hartree

Geometry as XYZ:
```
46
Properties=species:S:1:pos:R:3:forces:R:3
H -2.709 -0.582 2.467 -0.15 -0.01 -0.08
N -1.614 -1.262 0.780 0.11 -0.53 -0.49
B -0.587 -2.665 -1.125 0.46 -0.50 0.46
N -1.662 -2.433 0.006 -0.39 0.20 0.38
C -2.657 -3.215 0.474 0.18 1.37 -0.17
Ti -0.252 -0.024 0.067 1.58 -0.61 0.38
H -2.919 -4.149 -0.009 0.23 0.09 0.10
C -3.303 -2.544 1.535 0.79 0.72 0.04
H -4.175 -2.829 2.098 0.08 -0.28 -0.01
C -2.598 -1.360 1.726 -0.16 -0.64 -0.57
H -0.741 -3.759 -1.584 0.02 0.28 -0.01
C 3.524 1.397 -0.438 -0.32 0.15 -0.24
H 3.284 2.346 -0.945 0.08 -0.09 0.59
H 2.603 1.043 0.106 0.93 0.42 -0.25
H 3.685 0.720 -1.304 0.38 0.03 0.87
N 0.836 -2.588 -0.427 0.00 -0.01 -0.06
N -0.648 -1.569 -2.225 -0.29 0.54 0.04
N 1.367 -1.450 0.180 -1.05 0.24 -0.51
N -0.446 -0.220 -1.913 0.03 -0.57 -0.08
C 1.710 -3.600 -0.315 -0.08 0.66 0.21
C -0.853 -1.685 -3.544 -0.19 0.30 0.90
H 1.515 -4.546 -0.802 -0.05 0.03 0.25
H -1.113 -2.661 -3.934 0.21 0.15 -0.18
C 2.820 -3.162 0.406 0.00 0.98 -0.20
C -0.776 -0.421 -4.141 0.42 0.46 0.74
C 2.616 -1.796 0.633 -0.86 -0.51 0.08
C -0.485 0.464 -3.097 -0.43 -0.78 -0.32
H 3.682 -3.733 0.700 0.07 -0.01 -0.13
H -0.889 -0.194 -5.192 0.03 0.04 0.18
H 3.274 -1.063 1.098 -0.36 -0.26 -0.09
H -0.318 1.529 -3.105 -0.06 0.02 -0.07
H 4.407 1.543 0.258 -1.13 -0.43 -0.98
F 0.526 3.756 -0.641 -0.82 -0.12 0.99
C -0.535 3.801 0.207 0.04 1.71 -1.51
F -0.703 5.071 0.648 0.33 -1.67 -0.53
F -1.612 3.443 -0.551 0.76 0.20 0.88
C -0.381 2.829 1.393 0.01 0.28 -0.09
O -0.136 1.550 0.861 -0.18 -0.95 -0.53
C 0.799 3.201 2.352 1.97 0.79 1.05
F 0.449 4.031 3.365 -0.03 -1.12 -1.47
F 1.330 2.065 2.887 -0.78 1.00 -0.54
F 1.790 3.814 1.652 -1.05 -0.70 0.55
C -1.710 2.782 2.168 -1.98 -0.15 1.39
F -2.310 3.981 2.399 1.28 -1.92 -0.48
F -2.594 1.993 1.477 0.65 0.65 0.48
F -1.488 2.153 3.353 -0.27 0.55 -0.98
```
Forces are in eV/Å.

=====

A structure of composition C14H14BNO2Sr in a non-equilibrium geometry. Source: OMol25; level of theory: ωB97M-V/def2-TZVPD.

Computed properties:
Gap between HOMO and LUMO   3.14 eV
Charge   -2
Multiplicity   1
HOMO energy   1.540 eV
M   326.703 Da
Calculated total energy   -802.61545 hartree

Geometry as XYZ:
```
33
Properties=species:S:1:pos:R:3:forces:R:3
C -0.104 -1.413 -3.554 -0.18 -0.28 0.10
C -1.434 -1.570 -3.068 0.19 -0.45 -0.12
C -1.367 -2.275 -1.825 -0.11 -0.37 -0.35
C 0.007 -2.520 -1.537 -0.05 -0.66 -0.28
C 0.783 -2.006 -2.612 -0.41 -0.17 -0.16
Sr -0.511 0.204 -1.172 1.19 0.50 -0.74
C -1.151 2.260 -2.727 -0.31 -0.36 0.41
C 0.265 2.208 -3.059 1.34 -0.05 -1.34
C 0.667 2.610 -4.353 -0.61 -0.06 0.42
N 1.175 1.639 -2.203 -0.37 0.57 0.81
H -2.226 -2.617 -1.227 0.48 0.26 -0.26
H -2.348 -1.214 -3.568 0.54 -0.17 0.30
H 0.389 -3.112 -0.692 -0.21 0.51 -0.39
H 1.870 -2.116 -2.740 -0.62 0.27 0.22
H 0.186 -0.935 -4.503 -0.18 -0.07 0.72
H -1.810 1.858 -3.498 -0.31 0.54 0.31
H 2.131 1.720 -2.560 -0.53 0.01 -0.02
H -1.509 2.467 -1.699 0.04 0.07 -0.58
H -0.128 2.930 -5.026 0.41 0.31 -0.10
H 1.718 2.597 -4.652 -0.26 -0.24 -0.12
O 0.757 -1.095 2.192 0.35 -0.15 1.56
B 0.507 0.018 1.376 -0.48 -0.18 -1.64
O -0.128 1.014 2.166 0.15 0.30 1.58
C -0.033 0.592 3.468 0.07 -0.19 -0.51
C -0.328 1.253 4.626 -0.07 0.03 0.61
C -0.052 0.576 5.842 0.01 -0.21 -0.04
C 0.495 -0.717 5.841 -0.14 0.11 -0.16
C 0.779 -1.370 4.615 0.24 -0.71 1.51
C 0.507 -0.700 3.486 -0.17 0.64 -1.71
H -0.746 2.261 4.571 0.14 -0.30 0.24
H -0.282 1.079 6.790 0.15 -0.27 -0.35
H 0.706 -1.253 6.774 -0.13 0.38 -0.27
H 1.216 -2.372 4.527 -0.17 0.39 0.34
```
Forces are in eV/Å.